{
  "formula": "C12H8ClF2NW",
  "method": "ωB97M-V/def2-TZVPD",
  "orbital_gap_ev": 5.86,
  "homo_energy_ev": -16.566,
  "total_charge": 2,
  "elements": ["W", "F", "C", "C", "C", "C", "C", "F", "C", "C", "C", "C", "C", "C", "N", "H", "H", "H", "H", "H", "H", "Cl", "C", "H", "H"],
  "xyz": [[-0.37067, -1.09746, -1.70255], [-2.37553, -2.64008, 3.30795], [-1.45515, -2.07468, 2.48376], [-1.39067, -2.27982, 1.12618], [-0.65488, -1.29369, 0.40485], [0.00794, -0.22142, 1.02981], [0.02074, -0.25364, 2.40921], [0.91788, 0.58811, 3.06851], [-0.62804, -1.18250, 3.19725], [0.65694, 0.82762, 0.23742], [1.44886, 1.93601, 0.56983], [2.10921, 2.65900, -0.40091], [1.87870, 2.44687, -1.80633], [0.88696, 1.53832, -2.16261], [0.39727, 0.68685, -1.13570], [-1.82933, -3.07040, 0.57768], [-0.57474, -1.06256, 4.31084], [1.67720, 2.17989, 1.61410], [2.89603, 3.43483, -0.15071], [2.37624, 3.02227, -2.58444], [0.49381, 1.44595, -3.18090], [0.72990, -2.72481, -2.83670], [-2.05153, -0.90335, -2.50846], [-3.08794, -0.55738, -2.38021], [-2.07917, -1.40394, -3.48791]],
  "atomic_forces_ev_per_a": [[-0.3, -1.7, 0.5], [1.0, -0.3, -1.6], [-0.9, 0.1, 3.2], [1.2, 1.7, -0.8], [-0.6, -0.7, -1.3], [0.2, 0.1, 0.1], [2.5, 0.7, 2.0], [-1.7, -0.9, -1.1], [-0.4, 0.8, -0.6], [0.2, 0.9, -2.3], [0.2, -0.6, 1.3], [1.1, 0.7, -2.0], [-1.0, -0.4, 0.8], [0.8, -0.2, 2.2], [0.1, 1.0, -0.9], [-0.8, -0.7, 0.0], [-0.3, -0.5, -1.2], [-0.3, -0.3, -0.4], [-1.2, -1.0, 0.0], [-0.1, 0.0, 0.3], [0.1, -0.3, 0.4], [-0.8, 1.3, 0.9], [0.1, 0.0, 0.1], [0.4, 0.3, 0.6], [0.4, -0.3, -0.2]]
}